15
Properties=species:S:1:pos:R:3:forces:R:3 method="wB97M-V/def2-TZVPD" spin_multiplicity=1 total_charge=0 e_homo_ev=-9.496 e_tot_ev=-10311.21767 de_lowest_ev=5.735
O 1.066538 -1.463013 -0.646309 -0.39 -3.61 4.65
O 0.939483 1.810153 0.339521 -0.65 -2.19 -0.43
N 1.553254 -0.315318 -0.077949 1.11 2.99 -0.90
N -1.080668 -1.011692 1.022343 -2.81 -0.44 0.19
C 0.593115 0.618428 0.161705 1.05 3.15 0.22
C -0.832327 0.254147 0.259935 -3.44 0.36 1.74
C -1.745227 0.375537 -1.062873 -1.52 4.07 2.92
H -1.450717 1.472490 -1.323551 -0.18 -2.21 -0.92
H -1.150896 -0.744245 2.079223 -0.36 -0.90 -2.67
H -2.097259 -1.371966 0.598101 3.47 1.06 2.17
H 0.875328 -2.011380 0.442948 0.21 1.83 -5.30
H -1.735401 -0.454140 -1.795743 0.13 0.86 0.42
H 2.251731 0.272477 -0.629035 -0.39 -1.93 0.66
H -2.944244 0.776651 -0.663585 3.40 -2.11 -1.11
H -1.198175 1.083381 0.982580 0.38 -0.91 -1.63


15
Properties=species:S:1:pos:R:3:forces:R:3 method="wB97M-V/def2-TZVPD" smiles="NC(=O)NCCO" spin_multiplicity=1 total_charge=0 e_homo_ev=-9.391 e_tot_ev=-10315.37971 de_lowest_ev=1.573
O -0.670725 -2.006599 1.295985 0.05 0.38 -2.67
O 0.790580 1.821364 -1.091739 1.56 -0.83 2.26
N -0.344180 -0.222657 -0.210911 -2.73 -0.88 -0.90
N -1.931556 -1.902255 -0.606415 0.01 -1.11 0.26
C 1.550104 1.337609 0.177733 -2.74 -0.76 -2.84
C -0.912528 -1.484836 0.184656 0.05 1.82 2.69
C 0.421934 0.411340 0.806552 3.25 0.46 -0.38
H 1.402100 2.402389 -1.512279 0.56 0.80 -0.71
H 2.506879 0.779818 -0.060996 -1.31 0.46 -0.12
H -1.126046 0.403268 -0.615059 2.09 -1.34 0.70
H -2.265719 -2.823530 -0.315609 -0.11 0.67 -0.61
H -0.204704 0.922958 1.525712 0.24 0.07 0.44
H 1.794618 2.203604 0.736311 0.09 0.74 0.83
H 1.128099 -0.335702 1.196991 -1.22 -0.19 0.90
H -2.138859 -1.506770 -1.510925 0.21 -0.30 0.16